(1)
DFT (ωB97M-V/def2-TZVPD) results for C67H189CrF2N34O32S2 as an isolated structure at a distorted geometry.

CARTESIAN COORDINATES (ANGSTROEM)
Cr1 -28.517 7.962 18.704
N1 -30.062 8.683 15.477
S1 -29.232 7.753 14.388
O1 -27.970 8.400 14.095
O2 -29.972 7.219 13.320
F1 -28.857 6.484 15.377
S2 -31.537 8.283 15.650
O3 -31.790 7.204 16.498
O4 -32.393 8.389 14.491
F2 -31.922 9.473 16.478
C1 -26.701 3.417 14.859
O5 -26.021 4.204 15.578
N2 -26.629 1.968 14.920
N3 -27.534 3.809 13.895
H1 -27.535 1.493 14.924
H2 -26.020 1.590 15.587
H3 -27.800 3.227 13.129
H4 -27.723 4.764 13.817
C2 -26.727 5.928 11.162
O6 -27.794 5.468 11.444
N4 -25.938 6.786 11.884
N5 -26.023 5.474 10.053
H5 -26.289 7.239 12.719
H6 -25.223 7.294 11.402
H7 -25.317 6.140 9.665
H8 -26.572 5.041 9.308
C3 -28.724 10.973 18.190
O7 -28.882 9.890 18.800
N6 -28.086 11.970 18.833
N7 -29.032 11.135 16.888
H9 -27.874 11.863 19.799
H10 -28.107 12.901 18.367
H11 -29.266 10.299 16.420
H12 -28.614 11.914 16.361
C4 -26.023 7.444 20.437
O8 -27.048 8.113 20.322
N8 -25.918 6.047 20.266
N9 -24.952 8.044 21.017
H13 -24.987 5.612 20.437
H14 -26.454 5.668 19.484
H15 -24.096 7.752 20.625
H16 -25.031 9.056 21.012
C5 -30.602 2.384 15.257
O9 -29.580 1.810 15.616
N10 -30.664 3.778 15.159
N11 -31.756 1.782 14.914
H17 -29.832 4.334 14.974
H18 -31.599 4.138 15.044
H19 -32.393 2.313 14.399
H20 -31.779 0.792 14.770
C6 -31.019 8.061 20.506
O10 -30.190 7.556 19.721
N12 -31.493 9.337 20.402
N13 -31.730 7.340 21.407
H21 -30.941 10.020 19.857
H22 -32.113 9.693 21.095
H23 -31.623 6.341 21.576
H24 -32.606 7.772 21.378
C7 -22.788 4.420 13.811
O11 -21.587 4.354 13.884
N14 -23.470 5.100 14.771
N15 -23.450 3.864 12.753
H25 -24.437 4.988 14.993
H26 -22.889 5.590 15.415
H27 -22.900 3.228 12.231
H28 -24.443 3.809 12.767
C8 -28.861 5.016 17.822
O12 -28.087 6.005 17.998
N16 -28.381 3.875 17.348
N17 -30.133 4.991 18.259
H29 -27.427 3.956 17.120
H30 -28.933 3.150 16.878
H31 -30.781 4.447 17.768
H32 -30.394 5.836 18.615
C9 -36.163 9.528 16.032
O13 -35.812 9.328 17.192
N18 -35.305 9.599 14.965
N19 -37.501 9.848 15.677
H33 -35.635 9.919 14.069
H34 -34.376 9.231 14.999
H35 -38.103 9.591 16.430
H36 -37.730 9.444 14.787
C10 -26.155 8.375 16.534
O14 -27.213 8.594 17.134
N20 -25.244 9.345 16.355
N21 -25.724 7.147 16.215
H37 -25.436 10.225 16.775
H38 -24.268 9.182 16.044
H39 -26.375 6.348 16.218
H40 -25.023 7.078 15.423
C11 -34.612 7.607 19.868
O15 -34.465 6.728 20.709
N22 -35.563 8.637 20.008
N23 -33.911 7.768 18.724
H41 -36.025 8.989 19.169
H42 -36.348 8.268 20.571
H43 -33.166 7.148 18.457
H44 -34.198 8.511 18.115
C12 -30.746 11.917 11.994
C13 -29.724 11.123 12.852
C14 -28.399 11.015 12.135
O16 -28.436 10.626 10.762
C15 -28.830 9.297 10.468
N24 -29.474 11.808 14.146
H45 -30.930 11.455 11.035
H46 -30.343 12.944 11.738
H47 -31.700 12.017 12.526
H48 -30.100 10.096 12.996
H49 -27.681 10.432 12.751
H50 -27.982 12.053 12.131
H51 -28.114 8.527 10.788
H52 -28.863 9.239 9.396
H53 -29.779 9.178 10.932
H54 -30.284 11.644 14.772
H55 -29.575 12.813 13.863
C16 -36.870 1.775 22.651
C17 -36.163 1.569 21.306
C18 -36.818 2.549 20.290
O17 -36.121 2.492 19.034
C19 -36.271 3.666 18.315
N25 -34.741 1.819 21.479
H56 -36.603 2.718 23.114
H57 -36.474 1.092 23.408
H58 -37.941 1.580 22.602
H59 -36.302 0.549 20.851
H60 -36.812 3.537 20.738
H61 -37.897 2.197 20.076
H62 -36.002 4.539 18.854
H63 -37.312 3.880 17.925
H64 -35.609 3.628 17.454
H65 -34.418 2.733 21.787
H66 -34.182 1.787 20.631
C20 -25.740 14.709 17.064
C21 -26.599 14.391 15.822
C22 -26.103 13.232 15.101
O18 -24.856 13.484 14.669
C23 -24.106 12.494 14.076
N26 -27.990 14.037 16.255
H67 -24.819 15.203 16.771
H68 -25.513 13.813 17.642
H69 -26.290 15.372 17.749
H70 -26.616 15.263 15.217
H71 -26.747 12.915 14.243
H72 -26.108 12.353 15.815
H73 -24.712 11.838 13.401
H74 -23.546 11.969 14.843
H75 -23.469 12.943 13.354
H76 -28.227 14.705 16.997
H77 -28.683 14.174 15.522
C24 -35.810 10.711 11.502
C25 -34.681 10.352 10.598
C26 -34.934 9.077 9.807
O19 -35.253 8.048 10.729
C27 -34.166 7.578 11.412
N27 -34.236 11.367 9.692
H78 -36.260 9.837 11.954
H79 -36.591 11.228 10.906
H80 -35.454 11.436 12.260
H81 -33.863 10.059 11.251
H82 -34.016 8.841 9.250
H83 -35.767 9.105 9.130
H84 -33.474 7.203 10.656
H85 -34.439 6.760 12.020
H86 -33.679 8.255 12.107
H87 -34.268 12.332 10.079
H88 -34.717 11.422 8.805
C28 -29.706 1.781 22.283
C29 -31.181 2.204 22.126
C30 -31.323 2.973 20.794
O20 -32.633 3.513 20.804
C31 -33.120 3.878 19.576
N28 -32.041 1.085 22.250
H89 -29.122 2.668 22.589
H90 -29.349 1.339 21.382
H91 -29.642 1.029 23.093
H92 -31.231 2.934 22.961
H93 -31.231 2.237 19.983
H94 -30.529 3.707 20.638
H95 -33.111 2.999 18.845
H96 -32.606 4.643 19.050
H97 -34.140 4.208 19.684
H98 -33.057 1.191 22.238
H99 -31.580 0.183 22.094
C32 -26.630 3.790 22.597
O21 -25.347 3.751 22.079
C33 -25.373 3.094 20.795
C34 -23.962 2.718 20.420
N29 -24.077 2.120 19.020
C35 -23.174 2.670 18.054
C36 -23.134 1.861 16.730
O22 -22.885 0.528 17.124
C37 -22.741 -0.352 16.010
H100 -26.753 4.603 23.320
H101 -26.964 2.862 23.016
H102 -27.289 4.076 21.765
H103 -25.805 3.754 20.077
H104 -25.924 2.156 20.812
H105 -23.503 2.039 21.129
H106 -23.358 3.584 20.418
H107 -23.927 1.149 19.098
H108 -22.177 2.719 18.482
H109 -23.514 3.672 17.820
H110 -22.408 2.235 15.970
H111 -24.097 1.963 16.229
H112 -22.307 -1.257 16.362
H113 -22.040 0.091 15.307
H114 -23.718 -0.692 15.588
C38 -21.899 5.607 21.551
O23 -22.634 6.052 20.471
C39 -21.773 6.473 19.433
C40 -22.578 7.171 18.301
N30 -21.754 7.340 17.100
C41 -21.446 8.591 16.485
C42 -21.820 8.692 14.957
O24 -23.211 8.687 14.789
C43 -23.483 8.809 13.394
H115 -21.064 6.245 21.849
H116 -21.439 4.665 21.324
H117 -22.603 5.445 22.392
H118 -21.159 5.600 19.020
H119 -21.012 7.157 19.766
H120 -22.789 8.199 18.542
H121 -23.504 6.680 18.096
H122 -20.916 6.745 17.028
H123 -20.339 8.736 16.475
H124 -21.951 9.443 17.043
H125 -21.312 7.905 14.392
H126 -21.410 9.689 14.635
H127 -24.532 8.601 13.209
H128 -22.885 8.121 12.791
H129 -23.262 9.838 12.990
C44 -37.238 2.107 14.968
O25 -36.640 2.203 13.741
C45 -35.295 2.599 13.996
C46 -34.743 3.045 12.635
N31 -33.435 3.667 12.874
C47 -32.532 3.462 11.706
C48 -31.359 4.481 11.694
O26 -31.825 5.685 11.153
C49 -30.816 6.403 10.497
H130 -38.264 1.882 14.856
H131 -37.130 3.035 15.592
H132 -36.832 1.336 15.580
H133 -34.800 1.780 14.453
H134 -35.263 3.460 14.687
H135 -35.450 3.739 12.158
H136 -34.619 2.178 11.971
H137 -33.632 4.626 12.903
H138 -33.034 3.579 10.707
H139 -32.097 2.491 11.790
H140 -30.580 4.076 11.026
H141 -30.905 4.644 12.679
H142 -29.997 6.734 11.155
H143 -31.340 7.281 10.138
H144 -30.425 5.935 9.596
C50 -40.167 4.080 8.448
O27 -39.243 4.431 9.525
C51 -38.016 4.927 9.038
C52 -36.944 4.661 10.038
N32 -36.775 5.519 11.183
C53 -37.677 5.505 12.262
C54 -37.190 6.303 13.417
O28 -36.020 5.671 14.028
C55 -35.513 6.458 15.087
H145 -39.860 3.228 7.802
H146 -40.423 4.984 7.889
H147 -41.040 3.741 8.956
H148 -38.065 6.029 8.848
H149 -37.728 4.442 8.086
H150 -36.026 4.745 9.450
H151 -37.119 3.629 10.374
H152 -36.571 6.493 10.916
H153 -37.892 4.507 12.626
H154 -38.639 6.057 12.021
H155 -37.966 6.434 14.201
H156 -36.919 7.283 13.055
H157 -35.158 7.374 14.605
H158 -34.660 5.964 15.568
H159 -36.265 6.554 15.899
C56 -25.000 12.302 10.202
O29 -24.550 11.149 9.490
C57 -25.563 10.135 9.410
C58 -24.968 8.920 8.617
N33 -24.175 8.049 9.457
C59 -23.207 7.261 8.697
C60 -22.201 6.552 9.514
O30 -21.546 7.507 10.351
C61 -20.729 6.778 11.252
H160 -25.931 12.666 9.732
H161 -24.180 12.960 10.201
H162 -25.220 12.042 11.273
H163 -26.536 10.388 8.899
H164 -25.824 9.875 10.475
H165 -24.375 9.309 7.826
H166 -25.844 8.374 8.256
H167 -23.623 8.588 10.124
H168 -22.695 7.822 7.928
H169 -23.774 6.603 8.091
H170 -21.453 6.196 8.809
H171 -22.619 5.747 10.115
H172 -21.379 6.273 11.933
H173 -20.133 7.547 11.764
H174 -20.011 6.161 10.731
C62 -27.214 15.061 12.184
O31 -28.609 14.918 12.464
C63 -29.218 16.101 12.967
C64 -30.579 15.778 13.477
N34 -30.429 14.971 14.680
C65 -31.680 14.548 15.334
C66 -31.372 13.788 16.615
O32 -32.552 13.609 17.355
C67 -32.356 12.578 18.420
H175 -26.664 15.364 13.087
H176 -26.967 15.609 11.283
H177 -26.872 14.089 11.879
H178 -29.254 16.781 12.117
H179 -28.698 16.662 13.759
H180 -31.054 15.184 12.732
H181 -31.208 16.633 13.672
H182 -30.014 15.628 15.370
H183 -32.293 13.921 14.638
H184 -32.284 15.427 15.525
H185 -30.568 14.296 17.171
H186 -30.973 12.847 16.243
H187 -31.456 12.771 18.983
H188 -32.319 11.644 17.866
H189 -33.200 12.594 19.065

## Properties
strongest force on any atom: 3.87 eV Å⁻¹
calculated total energy: -244254.030 eV
<S²>: 6.0056
net charge: +1
E_HOMO (alpha / beta): -9.426 / -9.426 eV
spin multiplicity: 5

---

(2)
DFT (ωB97M-V/def2-TZVPD) results for a single C6H7NO3S molecule at a distorted geometry.

CARTESIAN COORDINATES (ANGSTROEM)
C1 0.845 -1.734 -0.218
C2 -0.124 -2.608 0.128
C3 0.258 -0.477 -0.276
C4 -1.063 -0.693 -0.080
C5 0.824 0.914 -0.482
C6 1.388 1.325 0.927
N1 -0.142 1.805 -1.042
O1 -2.427 1.114 1.304
O2 -3.332 0.519 -0.893
O3 -1.325 -1.955 0.189
S1 -2.216 0.704 -0.021
H1 1.796 -2.127 -0.320
H2 -0.062 -3.714 0.270
H3 1.643 0.983 -1.170
H4 2.081 0.635 1.114
H5 0.569 1.418 1.754
H6 1.822 2.225 0.752
H7 -0.537 1.664 -1.937

## Properties
strongest force on any atom: 5.62 eV Å⁻¹
calculated total energy: -24798.049 eV
energy relative to the best compared isomer or geometry (same formula, charge and spin): 372.63 kJ/mol
net charge: 0
E_HOMO (alpha / beta): -9.282 / -9.276 eV

---

Among the records above, which one has the lowest calculated total energy? C67H189CrF2N34O32S2